# 1
ORCA calculation (wB97M-V/def2-TZVPD) on the molecule C4H7NO3S.

Values from the calculation:
E_tot   -835.0664 Eh
E_LUMO   0.07 eV
HOMO level   -8.6 eV
ΔE to the lowest compared entry with this formula, charge and spin   123.1 kcal/mol
Strongest force on any atom   9.2 eV/Å
HOMO-LUMO gap   0.3203 Eh

XYZ file:
```
16
Properties=species:S:1:pos:R:3:forces:R:3:nbo_charge:R:1
H 1.945 -1.003 -0.537 -0.6 -2.7 2.4 0.226
H 0.466 1.659 1.505 0.5 -1.5 -2.9 0.261
O -0.557 -0.506 -0.876 6.3 4.6 -0.4 -0.649
C -0.558 0.258 0.206 1.8 1.2 1.1 0.249
H -3.885 -1.749 0.185 5.1 2.1 -0.6 0.505
O 3.145 1.451 0.709 -2.3 -0.3 -2.0 -0.951
C 2.285 -0.281 -1.143 -8.1 2.6 -0.3 -0.760
S 2.034 1.323 -0.386 2.6 0.6 1.4 1.218
C 0.540 1.038 0.460 -2.3 0.7 3.6 -0.520
H -1.772 1.019 2.004 1.0 -0.9 -1.0 0.232
H 3.138 -0.349 -1.489 8.9 -0.6 -2.4 0.214
N -2.759 -0.374 1.155 -1.3 -1.7 -0.9 -0.103
C -1.679 0.252 1.176 0.5 2.2 0.8 -0.021
O -2.816 -1.293 0.061 -5.2 -1.9 1.2 -0.629
H 1.688 -0.400 -2.071 -0.3 0.6 0.5 0.233
H -1.214 -1.046 -0.960 -6.6 -5.0 -0.4 0.496
```
Positions in Å, forces in eV/Å.



# 2
ORCA calculation (wB97M-V/def2-TZVPD) on the molecule C4H7NO4.

Values from the calculation:
E_tot   -512.3614 Eh
Structure (SMILES)   N[C@@H](CC(=O)O)C(=O)O
E_LUMO   0.54 eV
HOMO level   -10.1 eV
ΔE to the lowest compared entry with this formula, charge and spin   13.2 kcal/mol
Strongest force on any atom   3.0 eV/Å
HOMO-LUMO gap   0.3897 Eh

XYZ file:
```
16
Properties=species:S:1:pos:R:3:forces:R:3:nbo_charge:R:1
C -0.469 0.651 0.461 -0.8 -1.3 -1.1 -0.161
O 1.626 -2.254 -0.182 0.6 -0.3 0.2 -0.705
H 0.319 1.255 0.841 0.7 0.3 0.7 0.237
C -0.111 -0.844 0.450 0.8 1.3 1.1 -0.521
H 0.769 1.249 -2.388 0.0 -1.2 1.2 0.500
H -0.598 -1.352 1.296 0.7 0.2 0.0 0.261
O -1.334 1.793 -1.524 -0.4 0.0 -0.8 -0.573
C 1.393 -1.038 0.391 0.7 -0.8 0.6 0.821
O 0.684 0.698 -1.547 -1.0 1.7 -2.2 -0.704
N -1.697 0.813 1.191 -1.3 0.7 -1.2 -0.797
H -0.523 -1.275 -0.412 -0.5 -0.9 -1.3 0.229
C -0.528 1.080 -1.021 1.8 0.1 1.9 0.778
H -2.387 0.305 0.580 0.4 0.8 1.1 0.351
H -1.958 1.817 1.111 -0.1 -1.0 0.2 0.369
O 2.266 -0.318 0.815 -0.9 -0.6 -0.3 -0.582
H 2.549 -2.580 -0.064 -0.7 0.8 0.0 0.499
```
Positions in Å, forces in eV/Å.